15
Properties=species:S:1:pos:R:3 method="wB97M-V/def2-TZVPD" e_above_lowest_kcal_mol=120.3 energy_ha=-337.9620
C 0.483 0.237 0.371
C 1.089 -0.738 1.366
C 0.231 0.257 -1.975
N -2.076 -0.032 0.319
N -1.505 -0.587 -0.600
N -1.474 0.537 1.269
N -0.139 -0.390 -0.684
H 1.027 1.217 0.228
H 0.333 -1.504 1.545
H 1.215 -0.225 2.268
H 1.868 -1.289 0.979
H -0.673 0.042 -2.596
H 0.293 1.393 -1.942
H 1.171 -0.258 -2.295
H -1.844 1.341 1.746

***

15
Properties=species:S:1:pos:R:3 method="wB97M-V/def2-TZVPD" e_above_lowest_kcal_mol=95.7 energy_ha=-338.0013
N 0.377 1.721 -0.301
N 0.685 -0.616 -0.195
C -0.429 0.008 -0.260
N 0.014 2.513 0.827
C 0.916 -1.964 -0.018
C -0.003 -2.932 -0.006
N -1.669 -0.020 -0.309
H 0.294 2.198 -1.201
H 1.259 1.042 -0.147
H -0.980 2.722 0.774
H 0.526 3.393 0.826
H -2.202 0.804 -0.076
H 1.970 -2.192 0.097
H -1.051 -2.716 -0.135
H 0.293 -3.961 0.125

***

15
Properties=species:S:1:pos:R:3 method="wB97M-V/def2-TZVPD" e_above_lowest_kcal_mol=150.5 energy_ha=-337.9140
H -0.033 -1.728 2.049
N -0.509 -0.986 1.531
C -0.198 -0.834 0.278
N 0.878 -1.406 -0.321
N 1.516 -0.876 -1.402
C -0.610 0.401 -0.305
C -1.309 1.390 0.548
N 0.313 1.411 0.240
H 1.116 -2.106 0.334
H 2.384 -0.116 -0.911
H 0.558 -0.531 -1.910
H -0.778 0.264 -1.408
H -1.690 0.802 1.668
H -1.833 2.117 0.035
H 0.194 2.196 -0.427